The following is a DFT calculation (ωB97M-V/def2-TZVPD) of C9H19I2N2O8S3 as an isolated structure.

Calculated values
Gap between HOMO and LUMO (hartree): 0.29036
Max |F| (eV/Å): 0.47
HOMO (eV): -5.930

Geometry as ORCA input:
```
! RIJCOSX wB97M-V def2-TZVPD def2/J DEFGRID3
* xyz -1 1
C 3.979 -0.878 2.346
C 3.636 -0.777 0.859
I 2.521 1.035 0.563
C 3.055 -2.066 0.257
I 2.159 -1.816 -1.657
S 1.960 -3.062 1.321
O 2.857 -3.546 2.353
O 1.339 -4.072 0.485
N 0.983 -1.901 1.737
S -0.383 -2.173 2.528
O -0.829 -0.896 3.048
O -0.310 -3.297 3.439
C -1.539 -2.665 1.228
C -2.456 -1.553 0.738
C -1.695 -0.374 0.102
C -2.351 0.139 -1.173
N -3.758 0.536 -0.941
H 4.683 -1.702 2.504
H 3.092 -1.067 2.951
H 4.444 0.056 2.669
H 4.556 -0.579 0.305
H 3.906 -2.734 0.088
H -0.932 -3.045 0.402
H -2.097 -3.496 1.669
H -3.094 -1.217 1.562
H -3.121 -1.989 -0.020
H -0.664 -0.674 -0.116
H -1.616 0.452 0.819
H -2.334 -0.650 -1.938
H -1.763 0.982 -1.557
H -3.881 0.744 0.044
H -3.956 1.404 -1.424
C -0.773 2.981 -3.151
C -1.011 4.475 -3.025
O -1.048 4.688 -1.609
S -0.029 3.689 -0.873
O 1.203 4.347 -0.625
O -0.736 3.050 0.173
O 0.170 2.705 -2.111
H -1.683 2.405 -2.975
H -0.324 2.695 -4.098
H -1.964 4.796 -3.438
H -0.195 5.055 -3.459
*
```

Results of the Mulliken charge analysis, in e, for atoms 1 through 5: atom 1 (C): -1.41, atom 2 (C): -0.24, atom 3 (I): 0.08, atom 4 (C): -1.00, atom 5 (I): 0.09

The following is a DFT calculation (ωB97M-V/def2-TZVPD) of C2H2GaO as an isolated structure.

Calculated values
ΔE to the lowest compared entry with this formula, charge and spin (kJ/mol): 16.1
Gap between HOMO and LUMO (alpha / beta) (hartree): 0.27982 / 0.32393
Max |F| (eV/Å): 2.72
HOMO (alpha / beta) (eV): -7.977 / -9.994

Geometry as ORCA input:
```
! RIJCOSX wB97M-V def2-TZVPD def2/J DEFGRID3
* xyz 0 2
C -1.424 0.841 -0.072
C -1.049 -0.421 -0.048
H -2.443 1.250 -0.091
H -1.622 -1.365 -0.054
O 1.000 -0.779 -0.181
Ga 0.569 0.883 0.236
*
```

Results of the Mulliken charge analysis, in e, for atoms 1 through 5: atom 1 (C): -0.50, atom 2 (C): -0.02, atom 3 (H): 0.36, atom 4 (H): 0.37, atom 5 (O): -0.38

The following is a DFT calculation (ωB97M-V/def2-TZVPD) of one molecule with the formula C18H28Br2FNO3Si.

Calculated values
Gap between HOMO and LUMO (hartree): 0.32596
Max |F| (eV/Å): 4.60
HOMO (eV): -8.589

Geometry as ORCA input:
```
! RIJCOSX wB97M-V def2-TZVPD def2/J DEFGRID3
* xyz 0 1
C 3.234 2.733 0.817
C 3.805 2.384 -0.663
C 3.771 0.793 -0.960
O 4.598 0.077 -0.347
O 2.773 0.344 -1.853
C 2.971 -1.036 -2.257
C 2.566 -2.130 -1.156
Si 1.043 -1.689 -0.093
F 1.048 -0.035 0.486
C -0.607 -1.864 -1.095
C -1.687 -0.926 -0.354
C -3.216 -1.371 -0.548
N -3.965 -0.571 -1.566
C -4.804 0.497 -0.954
C -3.853 1.753 -0.629
C -3.690 2.869 -1.717
C -2.751 4.097 -1.435
C -1.965 4.250 -0.115
C -2.135 3.127 0.953
C -3.069 1.918 0.713
O -3.170 0.920 1.748
C 0.866 -2.768 1.509
Br -0.435 -4.256 1.325
C 2.279 -3.344 2.064
C 2.799 -2.533 3.377
Br 1.900 -5.215 2.741
H 2.833 3.814 0.788
H 2.362 2.032 1.060
H 4.011 2.593 1.643
H 3.147 2.951 -1.419
H 4.888 2.767 -0.731
H 4.074 -1.173 -2.563
H 2.368 -1.186 -3.228
H 2.298 -3.095 -1.737
H 3.513 -2.366 -0.556
H -0.374 -1.426 -2.134
H -0.931 -2.948 -1.233
H -1.561 0.131 -0.782
H -1.387 -0.867 0.755
H -3.270 -2.492 -0.785
H -3.759 -1.235 0.467
H -4.518 -1.250 -2.105
H -5.552 0.857 -1.760
H -5.425 0.164 -0.055
H -4.239 2.822 -2.726
H -2.621 4.899 -2.233
H -1.249 5.098 0.141
H -1.561 3.184 1.933
H -3.703 1.273 2.496
H 0.452 -2.075 2.335
H 3.092 -3.455 1.277
H 3.920 -2.304 3.324
H 2.649 -3.187 4.313
H 2.235 -1.550 3.526
*
```

Results of the Mulliken charge analysis, in e, for atoms 1 through 5: atom 1 (C): -0.75, atom 2 (C): -0.42, atom 3 (C): 0.53, atom 4 (O): -0.57, atom 5 (O): -0.32